Molecular formula: C29H61BBrClCsF6LiN5O11S
Method: DFT, ωB97M-V/def2-TZVPD

XYZ file:
```
118
Properties=species:S:1:pos:R:3:mulliken_charge:R:1
C -0.1876 1.5480 -1.1588 -0.13
O 0.3213 1.4959 0.1451 -0.36
C -0.3246 0.5244 0.9248 -0.95
C -1.7999 0.8308 1.0746 1.26
C -2.3421 0.1821 2.3383 -1.16
C -3.8427 0.4626 2.4897 -0.67
C -3.9784 1.8682 3.0137 0.23
C -5.4011 2.3332 3.3449 -1.11
C -5.8699 3.4905 2.4876 -0.76
C -5.6250 3.3540 0.9932 -1.08
C -4.4803 4.2200 0.4827 1.80
C -4.6933 4.9853 -0.7974 -1.96
C -3.3928 5.1147 -1.5593 -0.92
C -2.2154 5.6320 -0.7865 0.25
Br -2.5481 7.1182 0.3736 0.10
O -1.6966 4.4906 -0.1358 0.33
C -0.5988 4.7433 0.6751 -0.37
C 0.4063 5.7930 0.1691 -0.38
C 0.6319 6.8188 1.2886 -0.89
C 1.7029 6.2613 2.1914 -0.15
N 2.9180 6.3982 1.9179 -0.58
N 0.1110 6.4359 -1.1460 0.91
C -1.2244 6.1547 -1.7604 -0.83
B -1.0163 5.1869 -3.0452 0.29
N -0.8653 5.8364 -4.3428 -0.46
O -0.9763 3.8475 -2.9478 -0.56
H 0.6458 1.8838 -1.7678 0.10
H -1.0366 2.2335 -1.2915 -0.59
H -0.5288 0.5795 -1.4859 0.59
H -0.1439 -0.4480 0.4857 0.25
H 0.1013 0.6096 1.9091 0.46
H -1.8695 1.9082 1.1330 -0.76
H -2.3852 0.4944 0.2280 0.17
H -1.8439 0.6486 3.1739 0.42
H -2.1795 -0.8813 2.3035 0.42
H -4.2604 -0.1837 3.2488 0.43
H -4.3407 0.3357 1.5415 0.30
H -3.5243 2.5606 2.3223 -0.51
H -3.4216 1.9152 3.9329 0.53
H -6.1162 1.5275 3.3937 0.38
H -5.3429 2.7221 4.3503 0.36
H -6.9263 3.6748 2.6216 0.35
H -5.3587 4.3505 2.8862 0.35
H -6.5408 3.5948 0.4788 0.57
H -5.3514 2.3454 0.7338 0.43
H -4.2848 4.9634 1.2365 0.29
H -3.6253 3.5777 0.4189 -1.16
H -5.1641 5.9472 -0.6533 0.44
H -5.3470 4.4381 -1.4572 0.56
H -3.1226 4.0907 -1.7937 0.05
H -3.5452 5.6947 -2.4568 0.51
H -0.0783 3.8045 0.7873 0.50
H -0.9418 4.9932 1.6651 0.38
H 1.4038 5.2857 0.0792 -0.29
H -0.2450 6.8908 1.8939 0.36
H 0.9112 7.7904 0.9147 0.42
H 1.4189 5.7158 3.0802 0.50
H 3.5045 5.9640 2.6258 0.29
H 0.1668 7.4561 -1.0080 0.44
H 0.8406 6.2137 -1.8379 0.20
H -1.6071 7.0843 -2.1681 0.11
H 0.0646 6.1826 -4.5396 0.16
H -1.1724 5.2309 -5.0944 0.22
H -0.3825 3.5050 -3.6296 0.31
Cl -3.0871 1.7189 -1.7982 -0.59
C -0.6594 -5.8668 -2.2418 -1.11
C 0.7304 -6.0338 -1.6677 -0.11
O 1.5912 -4.9109 -2.0143 -0.36
C 1.4793 -3.8140 -1.2655 0.70
O 0.7730 -3.6530 -0.3035 -0.51
O 2.3226 -2.8871 -1.7505 -0.42
C 2.2521 -1.6564 -1.0152 -0.48
H -0.5650 -5.6749 -3.3411 0.27
H -1.2513 -6.7697 -2.0801 0.40
H -1.1826 -5.0280 -1.7810 0.34
H 1.1999 -6.8996 -2.1258 0.30
H 0.7409 -6.1959 -0.5902 0.25
H 2.3741 -1.8309 0.0509 0.30
H 1.3093 -1.1503 -1.2106 0.19
H 3.0683 -1.0286 -1.3624 0.25
C 3.1588 -7.4940 2.4167 1.45
O 2.4900 -8.1636 1.6281 -0.62
N 3.3135 -6.2120 2.5558 0.33
C 4.2123 -5.7274 3.6119 -0.43
C 2.6105 -5.2712 1.6969 -0.87
H 3.7479 -7.9594 3.2478 -1.39
H 3.6517 -5.1190 4.3178 0.48
H 5.0066 -5.1302 3.1565 0.28
H 4.6471 -6.5646 4.1505 -0.08
H 1.5358 -5.4161 1.7851 0.29
H 2.8976 -5.4421 0.6573 0.17
H 2.8699 -4.2582 1.9926 0.33
F -2.0619 8.9912 -1.5699 -0.85
Cs 2.5563 4.9353 -1.5555 1.00
Li 4.5589 -9.4098 4.1348 0.92
C 4.8944 -1.0679 5.4519 0.52
F 4.3769 -0.6007 6.6020 -0.24
F 5.2471 0.0129 4.7144 -0.26
F 6.0360 -1.7106 5.7662 -0.24
S 3.7071 -2.1613 4.5588 1.29
O 2.5801 -1.2873 4.3084 -0.69
O 3.4497 -3.2357 5.4773 -0.64
O 4.4376 -2.5383 3.3558 -0.70
F 3.4629 -5.8871 6.0974 -0.91
C 3.3599 -8.2669 -5.7013 -1.23
C 2.4256 -7.3271 -5.0171 0.58
O 1.4967 -7.6109 -4.3092 -0.34
N 2.7259 -5.8233 -5.1646 0.08
C 2.0628 -5.2193 -6.3797 -0.78
H 2.9313 -9.2624 -5.6715 0.34
H 3.5079 -7.9737 -6.7416 0.36
H 4.3219 -8.2649 -5.1869 0.34
H 3.7299 -5.6634 -5.2081 0.41
H 2.2999 -5.3977 -4.3213 0.18
H 2.4626 -5.7159 -7.2694 0.32
H 2.3059 -4.1621 -6.3940 0.36
H 0.9599 -5.3623 -6.2471 0.31
F -0.4560 -5.3787 -4.9405 -0.87
```

Results
- Electronic energy: -172161.93929 eV
- Orbital gap: 0.1302 Ha
- Max |F|: 4.6 eV/Å
- HOMO: -4.261 eV
- Net charge: -1
- Multiplicity: 1